1.
The following is a quantum chemistry calculation of C28H38AsN4OsS as an isolated structure, from the OMol25 dataset.

Atoms and positions in Å:
Os (-0.3410, 0.4983, 0.3427)
C (2.2664, 1.5689, -3.9663)
C (1.8135, 0.2811, -3.2573)
C (2.6628, -0.1682, -2.0826)
C (3.7296, -1.0069, -2.3102)
C (4.7689, -1.1050, -1.4258)
C (4.7073, -0.5216, -0.1903)
C (3.6057, 0.2663, 0.0962)
C (3.6108, 0.9747, 1.4401)
C (4.1039, 0.0076, 2.5141)
C (2.5241, 0.3666, -0.7833)
N (1.3752, 1.1942, -0.2837)
C (1.5634, 2.5132, -0.3910)
C (0.6789, 3.3032, 0.2881)
C (0.5174, 4.7128, 0.6208)
C (-0.6603, 4.8327, 1.3301)
C (-1.1948, 3.5204, 1.4394)
N (-0.3685, 2.5581, 0.8985)
H (1.5890, 1.8644, -4.7647)
H (3.2783, 1.3897, -4.4735)
H (2.2838, 2.4228, -3.2605)
H (1.9259, -0.5324, -3.9273)
H (0.7503, 0.3677, -2.9452)
H (3.8132, -1.5308, -3.2719)
H (5.7052, -1.6683, -1.7334)
H (5.5417, -0.6281, 0.5163)
H (2.5963, 1.3807, 1.6442)
H (4.2670, 1.8149, 1.2958)
H (3.8291, 0.3680, 3.5478)
H (5.1951, -0.1952, 2.4631)
H (3.6069, -1.0016, 2.4140)
H (2.4514, 2.9070, -0.8723)
H (1.2802, 5.4620, 0.5716)
H (-1.1014, 5.7625, 1.6907)
H (-2.1025, 3.2000, 2.0143)
N (-1.7108, 1.8087, -2.4525)
C (-2.5666, 1.2289, -1.6242)
N (-2.2852, 1.1573, -0.2974)
C (-3.4572, 0.9187, 0.4069)
C (-3.5648, 0.9130, 1.7889)
C (-4.8479, 0.9679, 2.3167)
C (-5.9586, 0.8170, 1.5473)
C (-5.9062, 0.7369, 0.1173)
C (-4.6447, 0.7923, -0.4526)
S (-4.2075, 0.7899, -2.1615)
H (-0.8623, 2.2130, -2.0576)
H (-2.0881, 2.1708, -3.3288)
H (-2.7120, 0.9553, 2.5036)
H (-4.9589, 1.1839, 3.3279)
H (-6.9385, 0.7606, 2.0849)
H (-6.8487, 0.7178, -0.5106)
C (-0.7334, -2.2330, -2.4237)
C (-1.4632, -2.6394, -1.1500)
As (-0.6296, -1.8476, 0.5038)
C (-2.1689, -2.1238, 1.8044)
C (-2.4572, -3.5510, 2.3192)
C (0.8953, -3.2411, 0.8465)
C (1.3274, -3.2960, 2.3112)
H (-1.2974, -2.6109, -3.2544)
H (0.2881, -2.6309, -2.4235)
H (-0.7174, -1.1408, -2.5509)
H (-1.5523, -3.7222, -1.0797)
H (-2.4857, -2.2170, -1.1680)
H (-3.0330, -1.6032, 1.3846)
H (-1.8501, -1.5116, 2.6150)
H (-3.4068, -3.9524, 1.9048)
H (-2.3690, -3.6595, 3.4039)
H (-1.6975, -4.2489, 1.9234)
H (1.6534, -2.8614, 0.1685)
H (0.6032, -4.2602, 0.5210)
H (0.5158, -3.1590, 2.9955)
H (2.0505, -2.5002, 2.4603)
H (1.8132, -4.3016, 2.4917)

Force components x, y, z for each atom (eV/Å):
Os -1.99 4.14 0.28
C 1.51 0.18 -0.14
C -0.48 -0.08 1.11
C -2.85 2.90 0.83
C 2.11 -1.39 -1.30
C 2.59 -1.74 -0.79
C 2.00 -0.82 -0.77
C -2.50 1.35 1.89
C -1.00 -0.62 -0.76
C -0.20 -0.95 1.22
C -0.62 0.53 0.74
N 2.22 -2.44 -2.18
C 0.22 1.55 0.88
C -0.61 0.23 0.86
C -0.22 -1.07 0.50
C 0.27 -0.37 -0.73
C -0.16 -1.78 0.73
N 0.11 2.15 -0.33
H -0.19 -0.34 0.01
H -1.29 0.56 0.94
H 0.37 -0.42 -0.40
H -0.42 -0.74 -1.05
H 0.62 -0.06 -0.11
H -0.13 0.21 0.38
H -1.42 0.58 0.50
H -0.52 0.05 -0.38
H 0.82 -0.33 0.10
H 0.51 0.63 0.32
H 0.50 -0.22 -1.13
H -0.73 0.40 0.27
H 0.39 1.01 0.03
H -0.05 -0.08 -0.13
H 0.12 0.36 -0.65
H 0.16 -0.50 0.10
H 0.93 0.49 -0.81
N 0.31 -0.03 -0.75
C -0.69 0.39 0.62
N -0.03 -1.95 -1.55
C -1.85 -0.37 -0.43
C 0.32 0.53 -0.01
C 0.78 -0.42 -0.80
C -2.13 -0.15 -1.18
C -0.60 -0.01 0.40
C 0.95 0.11 1.72
S 1.35 0.63 1.19
H -0.43 0.02 -0.35
H 0.55 -0.16 0.27
H -0.44 0.12 -0.88
H -0.22 -0.10 1.73
H 0.88 0.27 -0.85
H 1.30 -0.16 0.93
C 0.12 0.28 0.60
C -0.28 1.15 0.09
As -0.72 -4.58 -0.43
C 0.59 -0.12 -0.02
C 0.52 -0.78 -1.33
C -1.18 0.33 0.17
C 1.12 -0.71 -0.83
H 0.00 -0.38 -0.62
H -0.16 0.10 -0.27
H 0.12 -0.20 0.15
H 0.15 0.02 0.39
H 0.37 -0.24 0.11
H 0.15 -0.26 -0.25
H 0.14 0.56 0.90
H 0.46 0.44 0.62
H -0.43 0.31 -0.21
H -0.19 0.16 0.12
H 0.29 -0.12 0.01
H -0.41 0.89 -0.19
H -0.47 -0.12 0.43
H 0.15 -0.05 0.45
H -0.47 1.23 0.01

Its highest occupied orbital energy (spin up / spin down) is -0.59763 / -0.59615 hartree. As for the net charge: +3. The spin multiplicity is 5. Its expectation value of S² is 6.078. As for the orbital gap (spin up / spin down): 6.60 / 3.49 eV. The calculation puts the relative energy (zero: lowest compared OMol25 entry of this formula, charge and spin) at 0.00 kcal/mol. As for the energy: -4032.2478 Ha.


2.
The following is a quantum chemistry calculation of C28H38BHfN5P2 as an isolated structure, from the OMol25 dataset.

Atoms and positions in Å:
Hf (0.2067, -1.4783, 0.9461)
C (-1.3531, 1.6629, 4.4891)
C (-1.5550, 1.3537, 3.2165)
C (-1.2286, 2.1764, 2.0545)
C (-0.0799, 1.6642, 1.2059)
C (1.2414, 1.9339, 1.8938)
C (1.3438, 2.3878, 3.1495)
C (0.4508, 3.4090, 3.8355)
C (-0.5902, 2.9216, 4.8439)
C (0.6589, -3.5393, 1.1465)
H (-1.6286, 0.9323, 5.2913)
H (-1.6429, 0.2975, 2.9680)
H (-1.0122, 3.1851, 2.3565)
H (-2.1207, 2.3213, 1.4624)
H (-0.3730, 0.5903, 0.7593)
H (0.0055, 2.2516, 0.2811)
H (2.2122, 1.8521, 1.2593)
H (2.1812, 1.9594, 3.8090)
H (0.0418, 3.9694, 2.9855)
H (1.0983, 4.1821, 4.2875)
H (-0.1173, 2.7741, 5.8366)
H (-1.3629, 3.7026, 4.9803)
H (1.0080, -3.6970, 2.2213)
H (1.3661, -3.9598, 0.4208)
H (-0.4104, -3.9458, 0.9780)
P (1.6771, -1.2673, -0.9049)
P (-1.8287, -0.5663, -0.7910)
N (3.0337, -0.1434, -1.4732)
N (2.1183, -2.6136, -1.9911)
N (-2.0114, 1.2048, -1.5748)
N (-3.3581, -1.1030, -1.8416)
C (0.5658, -0.4257, -2.0803)
C (-0.8187, -1.0261, -2.2380)
C (4.1588, -0.0274, -0.6856)
C (5.0011, 0.9180, -1.2384)
C (4.3824, 1.3849, -2.4292)
C (3.2110, 0.6660, -2.5800)
C (2.3703, -3.9104, -1.5820)
C (2.8135, -4.6645, -2.6378)
C (2.8818, -3.7861, -3.7672)
C (2.4828, -2.5297, -3.3459)
C (-2.9515, 2.1264, -1.0889)
C (-2.9115, 3.2862, -1.8563)
C (-2.1024, 2.9699, -3.0132)
C (-1.5084, 1.7407, -2.7499)
C (-3.8766, -0.6281, -3.0449)
C (-5.0456, -1.3376, -3.3609)
C (-5.2467, -2.2797, -2.3035)
C (-4.2102, -2.1117, -1.3817)
H (1.0745, -0.5442, -3.0349)
H (0.5416, 0.6458, -1.8154)
H (-1.2885, -0.6922, -3.1739)
H (-0.8170, -2.1160, -2.2735)
H (4.2046, -0.6066, 0.2452)
H (5.9262, 1.2838, -0.7846)
H (4.7017, 2.2143, -3.0515)
H (2.4848, 0.7367, -3.3728)
H (2.1976, -4.2171, -0.5863)
H (3.0524, -5.7232, -2.5743)
H (3.1771, -4.0567, -4.7754)
H (2.4409, -1.6033, -3.8903)
H (-3.6430, 1.8176, -0.2893)
H (-3.3428, 4.2427, -1.5805)
H (-2.0204, 3.5453, -3.9171)
H (-0.7806, 1.2205, -3.3298)
H (-3.3979, 0.1637, -3.6108)
H (-5.6417, -1.2004, -4.2352)
H (-6.0188, -3.0160, -2.2425)
H (-3.9799, -2.6418, -0.4729)
B (0.7215, -0.5587, 5.7880)
C (0.2498, -1.0901, 4.3871)
N (0.0721, -1.3553, 3.2361)
H (1.8081, -1.1774, 6.0303)
H (0.1419, -0.6916, 6.8275)
H (0.9690, 0.6365, 5.7791)

Force components x, y, z for each atom (eV/Å):
Hf -2.87 -0.07 7.58
C 0.45 -0.31 0.28
C 0.72 -1.41 0.49
C -0.94 0.19 -0.96
C 0.70 2.37 -0.81
C 0.89 -2.02 -1.76
C 1.19 -0.63 2.58
C 0.43 0.35 -0.66
C -1.04 0.20 1.17
C -0.44 0.18 0.33
H 0.39 0.87 -0.76
H -1.13 -0.05 0.10
H -0.14 -0.11 -0.40
H -0.33 -0.30 -0.51
H 0.70 1.29 0.72
H -0.63 -0.40 -0.36
H -1.46 -0.83 1.31
H -0.46 1.49 -1.36
H 0.05 0.23 0.81
H 0.04 -0.70 0.22
H -0.25 0.11 -0.60
H 0.56 0.02 0.12
H -0.57 -0.01 -1.29
H -1.03 -0.19 1.02
H 1.20 0.11 0.28
P 7.00 1.08 -8.95
P -4.45 2.87 -7.21
N -1.12 -1.78 1.95
N -0.49 0.77 1.77
N -0.82 -1.09 2.18
N 0.53 -0.89 2.63
C -0.97 0.24 0.03
C 0.82 -0.42 0.47
C 0.83 0.53 0.88
C -0.12 -0.33 0.91
C -0.75 -0.61 0.28
C -0.33 1.17 -0.37
C 0.43 -1.12 -0.99
C -0.25 0.51 0.60
C -0.34 0.77 0.56
C -0.05 -0.76 -0.36
C 0.17 0.51 0.52
C 0.11 -1.57 -0.04
C 0.33 -0.92 1.79
C -0.15 0.71 -0.68
C -0.58 0.19 -0.59
C 2.02 0.28 1.77
C 1.49 0.52 0.68
C -0.93 -0.05 -0.99
H 0.20 0.12 0.22
H 0.01 -0.41 -0.12
H -0.06 -0.15 0.59
H 0.23 -0.24 -0.13
H 0.28 0.38 -0.48
H -0.41 -0.29 -0.32
H 0.07 -0.47 -0.11
H 0.10 0.10 0.08
H 0.50 -0.35 -0.06
H -0.02 0.37 -0.17
H 0.00 0.20 0.24
H 0.07 -0.07 -0.04
H 0.66 0.47 -0.28
H -0.41 -0.39 -0.41
H 0.38 0.14 0.02
H 0.10 0.00 -0.39
H -0.10 -0.10 0.25
H -0.14 0.10 -0.32
H -0.26 -0.17 0.10
H -0.16 -0.02 0.09
B 1.48 -0.46 0.55
C 0.32 0.48 -0.89
N 0.51 0.15 -0.95
H -0.87 0.33 -0.69
H -0.75 -0.45 -0.39
H -0.13 -0.22 -0.78

Its highest occupied orbital energy is -0.49943 hartree. As for the net charge: +2. As for the orbital gap: 3.96 eV. The calculation puts the relative energy (zero: lowest compared OMol25 entry of this formula, charge and spin) at 144.47 kcal/mol. As for the energy: -2118.0658 Ha.


3.
The following is a quantum chemistry calculation of C28H38BrN2O5PS2 as an isolated structure, from the OMol25 dataset.

Atoms and positions in Å:
C (5.6867, -0.2531, 2.0555)
C (6.1943, -0.4925, 0.5966)
C (6.6980, 0.8126, -0.0725)
Br (7.6646, 0.4162, -1.7173)
P (5.2638, 2.0081, -0.3794)
C (5.4751, 3.2505, 0.9857)
C (4.2624, 4.2102, 1.2490)
C (3.0845, 4.0963, 0.2625)
S (1.9496, 5.5056, 0.5549)
C (0.3074, 4.9228, 0.8935)
S (-0.8692, 6.0497, 0.8649)
N (-0.0717, 3.5683, 1.1877)
C (-0.4347, 2.8064, 0.0188)
C (0.3070, 2.6771, -1.1424)
C (-0.1197, 1.8814, -2.2032)
C (-1.3366, 1.2344, -2.1066)
C (-2.1344, 1.3682, -0.9746)
C (-1.6576, 2.1365, 0.0716)
C (0.7709, 2.8868, 2.1112)
C (0.8799, 1.4937, 2.0864)
C (1.7211, 0.8263, 2.9664)
C (2.4882, 1.4852, 3.9100)
C (2.3516, 2.8722, 3.9740)
C (1.5206, 3.5347, 3.1015)
N (3.8275, 1.0033, -0.1323)
C (3.2848, 0.8782, -1.2327)
O (2.8709, 0.6565, -2.3183)
H (4.5836, -0.2496, 1.9938)
H (5.9400, -1.0811, 2.7271)
H (5.9606, 0.7328, 2.4491)
H (7.0338, -1.2041, 0.6925)
H (5.4496, -1.0151, -0.0189)
H (7.3555, 1.2824, 0.6757)
H (5.7856, 2.7622, 1.9231)
H (6.3323, 3.8742, 0.6788)
H (3.9676, 4.0987, 2.2981)
H (4.6395, 5.2445, 1.1620)
H (3.4884, 4.2100, -0.7576)
H (2.5186, 3.1632, 0.3309)
H (1.2547, 3.2032, -1.2602)
H (0.5194, 1.7947, -3.0816)
H (-1.6706, 0.6098, -2.9380)
H (-3.1202, 0.8956, -0.8708)
H (-2.2754, 2.2405, 0.9650)
H (0.3246, 0.8640, 1.3929)
H (1.7865, -0.2633, 2.9108)
H (3.1672, 0.9544, 4.5757)
H (2.9389, 3.4177, 4.7142)
H (1.4485, 4.6223, 3.1522)
O (-4.1408, -1.0113, 0.2088)
C (-5.1223, -1.0136, -0.4852)
O (-5.9782, 0.0244, -0.4161)
C (-7.0834, 0.2077, -1.3052)
C (-8.2935, -0.5842, -0.8555)
C (-5.4565, -2.1904, -1.3678)
H (-6.7957, -0.0154, -2.3340)
H (-7.3165, 1.2716, -1.2734)
H (-8.0944, -1.6563, -0.8512)
H (-9.1429, -0.3950, -1.5131)
H (-8.5683, -0.3085, 0.1633)
H (-5.9222, -2.9675, -0.7633)
H (-4.5325, -2.5748, -1.7934)
H (-6.1056, -1.9473, -2.2057)
O (-4.6305, -5.1781, -2.9843)
C (-3.7907, -5.8110, -2.4054)
O (-3.1687, -5.2636, -1.3464)
C (-2.2756, -5.9744, -0.4840)
C (-0.8723, -6.0159, -1.0525)
C (-3.3611, -7.1740, -2.8930)
H (-2.6649, -6.9682, -0.2554)
H (-2.2679, -5.4222, 0.4549)
H (-0.8391, -6.5417, -2.0074)
H (-0.1923, -6.5154, -0.3614)
H (-0.5088, -5.0041, -1.2350)
H (-2.6563, -7.0495, -3.7143)
H (-4.2426, -7.7009, -3.2525)
H (-2.9139, -7.8006, -2.1249)

Force components x, y, z for each atom (eV/Å):
C -1.38 -0.09 -1.01
C 0.98 -0.45 0.65
C -1.18 -0.51 1.42
Br -0.15 0.22 0.30
P 0.97 0.76 -1.33
C -0.38 -0.36 0.70
C 0.54 0.10 -0.06
C 0.14 0.17 0.39
S -0.33 -0.29 -0.11
C -0.75 0.23 -0.07
S 0.37 -0.06 -0.07
N 2.11 0.34 -0.24
C -1.41 -0.56 -0.28
C 0.97 0.44 -0.15
C 0.02 0.27 0.32
C -0.41 -0.56 -0.64
C 0.02 0.01 0.04
C -0.49 0.24 0.63
C 0.36 -1.01 0.35
C -0.11 -0.48 -0.11
C 0.16 -0.63 0.12
C -0.09 0.45 -0.04
C 0.51 -0.60 0.42
C -0.71 1.27 -0.39
N -0.32 0.41 -0.51
C 0.14 -1.05 -1.55
O 0.35 0.62 2.37
H 0.36 0.17 0.28
H 0.29 0.40 -0.12
H 0.26 -0.45 0.11
H -0.09 0.41 -0.39
H 0.08 0.36 0.18
H 0.16 -0.01 -0.68
H -0.22 0.23 -0.19
H -0.18 -0.51 -0.24
H -0.29 -0.07 -0.44
H -0.11 -0.35 0.04
H -0.38 -0.07 0.25
H 0.32 0.19 0.13
H -0.27 -0.07 0.07
H -0.28 -0.04 0.21
H 0.04 0.18 0.22
H 0.65 0.14 -0.16
H 0.24 0.04 -0.16
H 0.04 0.41 0.02
H -0.09 0.32 -0.09
H -0.22 0.09 -0.15
H -0.27 0.06 -0.23
H 0.05 -0.27 0.16
O -0.07 0.24 0.04
C -0.18 -0.57 -0.03
O 0.23 0.48 0.12
C -0.25 -0.14 -0.07
C 0.01 -0.17 0.09
C 0.15 0.26 -0.49
H 0.02 -0.10 0.04
H 0.18 0.01 0.11
H -0.01 0.01 -0.10
H 0.02 0.02 0.01
H -0.01 0.09 -0.05
H 0.05 -0.02 -0.02
H 0.00 -0.16 0.23
H -0.14 -0.05 0.11
O -0.04 0.15 0.12
C 0.22 -0.22 -0.26
O -0.26 0.31 0.23
C 0.28 -0.13 0.00
C 0.03 0.00 -0.20
C -0.21 -0.35 0.35
H 0.00 -0.01 -0.11
H -0.16 0.12 -0.10
H 0.00 -0.08 0.06
H -0.02 0.02 0.01
H -0.02 0.00 0.11
H -0.02 0.01 0.00
H 0.02 0.16 -0.18
H 0.16 0.08 -0.04

Its highest occupied orbital energy is -0.30161 hartree. As for the orbital gap: 8.11 eV. As for the energy: -5287.1624 Ha.